--- 1 ---
One molecule with the formula C4H6N2OS, computed with wB97M-V/def2-TZVPD.

## Properties
- Structure (SMILES): Nc1cnoc1CS
- HOMO level: -9.38 eV
- Orbital gap: 9.93 eV

CARTESIAN COORDINATES (ANGSTROEM)
C  -1.47  1.38  1.11
C  -0.93  0.26  0.35
C  0.42  0.49  0.22
C  1.39  -0.33  -0.71
N  -0.45  2.20  1.34
N  -1.69  -0.74  -0.36
O  0.69  1.66  0.78
S  1.39  -2.09  -0.51
H  -2.45  1.72  1.43
H  0.91  -0.09  -1.71
H  2.32  0.13  -0.52
H  -1.39  -0.65  -1.39
H  -1.28  -1.67  -0.07
H  2.55  -2.27  0.04

=====

--- 2 ---
One molecule with the formula C4H6N2OS, computed with wB97M-V/def2-TZVPD.

## Properties
- HOMO level (alpha / beta): -7.28 / -7.28 eV
- Orbital gap (alpha / beta): 7.43 / 7.43 eV

CARTESIAN COORDINATES (ANGSTROEM)
C  -0.01  -1.54  0.08
C  -1.14  0.62  0.56
C  -0.05  -1.15  -2.31
C  -0.68  1.98  1.02
N  -0.62  -0.44  0.39
N  0.60  1.84  1.75
O  0.36  -1.82  -1.17
S  0.71  -1.77  -3.65
H  -0.04  -2.38  0.78
H  -0.46  2.51  -0.02
H  -1.47  2.54  1.63
H  0.53  1.58  2.78
H  1.18  -2.98  -3.11
H  1.08  1.00  1.26

=====

Pick 1: it beats the second-best structure by 3.594 eV.

=====

--- 1 ---
C4H6N2OS as an isolated structure, computed with wB97M-V/def2-TZVPD.

## Properties
- HOMO level: -8.60 eV
- Orbital gap: 8.58 eV

CARTESIAN COORDINATES (ANGSTROEM)
C  -0.81  1.30  -0.91
C  -0.22  -1.43  -0.30
C  0.42  -1.17  1.04
C  0.84  -0.48  -0.20
H  0.11  2.14  1.15
H  -0.76  2.39  -0.81
H  -0.08  -2.45  -0.76
H  -0.11  -0.35  1.66
H  1.13  -1.73  1.66
H  1.72  -0.58  -0.77
N  0.58  0.93  -0.55
N  -1.89  0.58  -0.92
O  1.16  1.88  0.44
S  -2.10  -1.03  -0.72

=====

--- 2 ---
One molecule with the formula C4H6N2OS, computed with wB97M-V/def2-TZVPD.

## Properties
- Structure (SMILES): [H]/N=C(\N)C(=C)C(=O)S
- HOMO level: -9.13 eV
- Orbital gap: 9.26 eV

CARTESIAN COORDINATES (ANGSTROEM)
C  -0.21  0.34  0.90
C  0.07  -0.18  -0.50
C  0.36  -1.45  -0.68
C  0.56  0.57  -1.84
H  -1.39  -1.64  1.10
H  -1.61  -0.36  2.23
H  0.17  1.77  2.26
H  0.46  -2.13  0.22
H  0.51  -2.01  -1.69
H  0.06  2.08  -0.28
N  -0.91  -0.71  1.62
N  0.24  1.51  1.13
O  0.94  -0.05  -2.79
S  0.75  2.27  -1.69

=====

--- 3 ---
A 2-piece molecular cluster, C4H6N2OS overall, computed with wB97M-V/def2-TZVPD.

## Properties
- HOMO level: -8.99 eV
- Orbital gap: 8.55 eV

CARTESIAN COORDINATES (ANGSTROEM)
C  0.07  1.55  -0.36
C  1.06  -0.65  0.65
C  0.56  0.47  0.09
C  2.35  -1.24  0.29
N  -0.66  2.49  -0.59
N  -3.62  0.14  -0.73
O  -2.05  -1.54  0.26
S  -2.42  -0.13  0.19
H  0.60  -1.04  1.49
H  2.89  -0.78  -0.51
H  2.10  -2.32  0.12
H  3.07  -1.26  1.10
H  -0.26  3.19  -1.22
H  -3.70  1.11  -0.78

=====

Pick 2: it beats the second-best structure by 0.687 eV.

=====

--- 1 ---
One molecule with the formula C5H10O, computed with wB97M-V/def2-TZVPD.

## Properties
- Structure (SMILES): C=CC(C)(C)O
- HOMO level: -9.32 eV
- Orbital gap: 10.23 eV

CARTESIAN COORDINATES (ANGSTROEM)
C  0.33  0.15  -0.28
C  1.69  0.34  0.38
C  -0.59  1.33  -0.18
C  -0.58  -0.76  0.55
C  -1.49  -1.59  0.03
O  0.43  -0.25  -1.63
H  0.83  -1.13  -1.65
H  -0.47  -0.63  1.62
H  2.27  1.06  -0.20
H  2.22  -0.61  0.42
H  1.57  0.73  1.39
H  -1.49  1.23  -0.76
H  -0.10  2.27  -0.40
H  -0.80  1.67  1.08
H  -1.77  -1.55  -1.01
H  -2.05  -2.26  0.66

=====

--- 2 ---
C5H10O as an isolated structure, computed with wB97M-V/def2-TZVPD.

## Properties
- HOMO level: -9.64 eV
- Orbital gap: 10.77 eV

CARTESIAN COORDINATES (ANGSTROEM)
C  -1.40  0.44  -0.61
C  -0.61  -0.10  0.58
C  -0.46  -1.61  0.41
O  0.72  -1.39  -0.41
C  0.90  -0.13  0.31
C  1.54  1.11  -0.29
H  -1.33  1.53  -0.73
H  -2.46  0.18  -0.51
H  -1.03  -0.03  -1.53
H  -0.95  0.31  1.53
H  -1.26  -2.15  -0.11
H  -0.21  -2.12  1.35
H  1.47  -0.41  1.21
H  2.49  0.94  -0.80
H  1.74  1.77  0.57
H  0.87  1.66  -0.96

=====

Pick 2: it beats the second-best structure by 0.453 eV.

=====

--- 1 ---
One molecule with the formula C5H10O, computed with wB97M-V/def2-TZVPD.

## Properties
- Structure (SMILES): CC[C@H](C)C=O
- HOMO level: -9.75 eV
- Orbital gap: 10.72 eV

CARTESIAN COORDINATES (ANGSTROEM)
C  0.58  -0.11  0.61
C  0.21  1.10  -0.28
C  0.96  -1.35  -0.19
C  -1.02  0.85  -1.13
C  -0.53  -0.39  1.58
O  -1.01  -1.46  1.81
H  1.44  0.19  1.22
H  -0.88  0.52  2.11
H  0.03  1.96  0.37
H  1.06  1.33  -0.92
H  1.74  -1.12  -0.91
H  0.09  -1.75  -0.71
H  1.32  -2.13  0.48
H  -0.84  0.06  -1.86
H  -1.87  0.55  -0.51
H  -1.29  1.75  -1.67

=====

--- 2 ---
A 2-piece molecular cluster, C5H10O overall, computed with wB97M-V/def2-TZVPD.

## Properties
- HOMO level: -8.39 eV
- Orbital gap: 8.37 eV

CARTESIAN COORDINATES (ANGSTROEM)
C  2.56  0.07  -0.45
C  0.18  0.21  1.13
C  -0.68  1.03  0.19
C  -1.73  -0.10  0.28
O  -2.41  -0.50  -0.89
C  -0.58  -1.02  0.68
H  2.69  1.06  -0.90
H  2.04  -0.59  -1.15
H  3.54  -0.36  -0.20
H  1.99  0.18  0.47
H  -0.28  1.03  -0.84
H  -0.90  2.06  0.48
H  -2.43  0.06  1.11
H  -3.11  0.15  -1.06
H  -0.72  -1.83  1.41
H  -0.16  -1.45  -0.25

=====

Pick 1: it beats the second-best structure by 4.554 eV.